No. 1
2 unconnected molecules or ions with the total composition C4H8P2 in a non-equilibrium geometry, computed with ωB97M-V/def2-TZVPD.

Geometry as XYZ:
```
14
C4H8P2 ωB97M-V/def2-TZVPD
C -0.085 -0.613 1.324
C 0.216 -0.028 -0.788
C -1.135 -0.183 -1.338
C 1.106 0.577 -1.693
P 1.369 -0.624 2.421
P -0.285 0.823 2.440
H -0.791 -1.408 1.148
H -1.650 -0.992 -0.698
H -1.758 0.762 -1.099
H -1.220 -0.352 -2.514
H 0.921 0.674 -2.811
H 2.081 1.002 -1.585
H 0.844 -1.396 3.517
H 0.388 1.758 1.676
```

Properties
Kohn-Sham gap: 8.99 eV
HOMO energy: -8.90 eV
Energy relative to the best compared isomer or geometry (same formula, charge and spin): 106.6 kcal/mol
Total charge: 0
E_tot: -839.715548 hartree

No. 2
A molecular structure, C5H8ClOP in a non-equilibrium geometry, computed with ωB97M-V/def2-TZVPD.

Geometry as XYZ:
```
16
C5H8ClOP ωB97M-V/def2-TZVPD
C -0.375 -0.030 -0.597
C 0.136 -1.063 0.057
C 0.191 1.282 -0.452
C -0.362 -2.445 -0.005
C -0.689 2.144 0.425
O 1.093 -0.842 1.057
P 1.922 0.585 0.965
Cl 3.237 0.135 -0.531
H -1.107 -0.006 -1.363
H 0.495 1.694 -1.401
H 0.321 -3.238 -0.525
H -1.362 -2.445 -0.517
H -0.515 -2.898 0.977
H -0.487 2.306 1.539
H -1.678 1.616 0.339
H -0.821 3.205 0.030
```

Properties
Kohn-Sham gap: 9.22 eV
HOMO energy: -8.63 eV
Energy relative to the best compared isomer or geometry (same formula, charge and spin): 38.9 kcal/mol
Total charge: 0
E_tot: -1072.071389 hartree

What did the first record say?
2 unconnected molecules or ions with the total composition C4H8P2 in a non-equilibrium geometry, computed with ωB97M-V/def2-TZVPD.

Geometry as XYZ:
```
14
C4H8P2 ωB97M-V/def2-TZVPD
C -0.085 -0.613 1.324
C 0.216 -0.028 -0.788
C -1.135 -0.183 -1.338
C 1.106 0.577 -1.693
P 1.369 -0.624 2.421
P -0.285 0.823 2.440
H -0.791 -1.408 1.148
H -1.650 -0.992 -0.698
H -1.758 0.762 -1.099
H -1.220 -0.352 -2.514
H 0.921 0.674 -2.811
H 2.081 1.002 -1.585
H 0.844 -1.396 3.517
H 0.388 1.758 1.676
```

Properties
Kohn-Sham gap: 8.99 eV
HOMO energy: -8.90 eV
Energy relative to the best compared isomer or geometry (same formula, charge and spin): 106.6 kcal/mol
Total charge: 0
E_tot: -839.715548 hartree

Copy entry 2 word for word.
A molecular structure, C5H8ClOP in a non-equilibrium geometry, computed with ωB97M-V/def2-TZVPD.

Geometry as XYZ:
```
16
C5H8ClOP ωB97M-V/def2-TZVPD
C -0.375 -0.030 -0.597
C 0.136 -1.063 0.057
C 0.191 1.282 -0.452
C -0.362 -2.445 -0.005
C -0.689 2.144 0.425
O 1.093 -0.842 1.057
P 1.922 0.585 0.965
Cl 3.237 0.135 -0.531
H -1.107 -0.006 -1.363
H 0.495 1.694 -1.401
H 0.321 -3.238 -0.525
H -1.362 -2.445 -0.517
H -0.515 -2.898 0.977
H -0.487 2.306 1.539
H -1.678 1.616 0.339
H -0.821 3.205 0.030
```

Properties
Kohn-Sham gap: 9.22 eV
HOMO energy: -8.63 eV
Energy relative to the best compared isomer or geometry (same formula, charge and spin): 38.9 kcal/mol
Total charge: 0
E_tot: -1072.071389 hartree